1.
Below is a single C10H11IS2 molecule, with properties calculated with ωB97M-V/def2-TZVPD.

```
24
Properties=species:S:1:pos:R:3:forces:R:3:lowdin_charge:R:1
I -3.5153 -0.0774 -0.1805 0.86 -0.06 -0.10 0.87
S 0.3550 -0.4843 2.2101 -0.24 0.95 -0.18 0.49
S -0.8321 -2.0074 1.7435 -0.21 -0.82 -1.05 0.46
C -0.8073 -2.1717 -0.2525 -1.81 -0.25 0.75 -0.50
C -0.5374 2.0437 1.0763 1.53 -2.52 -2.68 -0.25
C -1.0124 1.7230 -0.3858 -2.57 -1.63 1.34 -0.22
C -0.5408 -0.7804 -0.6930 0.72 -0.13 -0.89 -0.37
C 1.3225 -2.9526 -1.1818 0.04 -0.96 1.04 -0.11
C -1.4226 0.2450 -0.5932 0.13 0.41 0.90 -0.59
C -0.7102 1.0712 2.1983 0.34 -0.81 0.26 -0.49
C 0.8638 -0.5918 -1.2006 -1.60 -0.36 0.85 -0.03
C 1.7326 -1.5917 -1.3629 -0.59 -0.09 -0.82 -0.08
C 0.1280 -3.2464 -0.6814 -1.46 -1.36 1.62 -0.13
H -1.7504 0.7735 2.4005 0.52 0.26 0.48 0.06
H -0.9267 2.9783 1.2481 -0.91 2.15 1.14 0.08
H -1.8806 -2.5170 -0.3917 1.19 0.62 0.10 0.08
H 2.0752 -3.7086 -1.3136 0.00 -0.36 -0.31 0.10
H 1.0473 0.3841 -1.5100 0.83 1.51 -0.40 0.08
H -0.1192 1.5966 2.9498 -0.99 -0.10 1.00 0.06
H 2.6889 -1.5285 -1.8469 0.34 0.83 0.04 0.10
H -1.8981 2.3712 -0.4759 0.33 -0.39 -0.78 0.08
H 0.5289 2.1294 1.0286 0.85 0.50 -0.21 0.10
H -0.2816 -4.2734 -0.3259 1.27 1.60 -1.14 0.14
H -0.3265 1.8894 -1.1518 1.42 1.01 -0.96 0.07
```
Forces are in eV/Å.

Properties
SMILES: I/C1=C2/C=CC=C[C@H]2SSCCC1
Relative energy (zero: lowest compared OMol25 entry of this formula, charge and spin) in kJ/mol: 0.0
Total charge: 0
Orbital gap in eV: 7.43



2.
Below is a single C2H4N4S molecule, with properties calculated with ωB97M-V/def2-TZVPD.

```
11
Properties=species:S:1:pos:R:3:forces:R:3:lowdin_charge:R:1
S -2.7493 0.0534 0.3343 0.12 -1.39 -1.61 0.68
N 2.1844 0.7272 0.1156 0.25 -0.77 0.86 -0.03
N 1.0911 1.3512 -0.0506 -2.28 0.46 -0.70 -0.02
N -1.4999 0.8607 -0.3771 4.30 0.77 -0.26 -0.45
N 0.0477 0.4401 -0.0469 -0.63 -0.16 -0.03 -0.12
C 0.5937 -0.8067 0.1260 -0.43 0.96 1.06 -0.11
C 1.9272 -0.6045 0.3470 -0.48 1.05 -1.60 -0.15
H -2.9841 -0.9108 -0.7733 0.27 1.60 1.82 -0.07
H 0.0716 -1.6873 0.3801 -0.87 -0.62 -0.33 0.09
H -1.3865 1.9033 -0.4649 -0.61 -1.61 0.46 0.09
H 2.7040 -1.3266 0.4097 0.38 -0.29 0.33 0.08
```
Forces are in eV/Å.

Properties
SMILES: SNn1ccnn1
Relative energy (zero: lowest compared OMol25 entry of this formula, charge and spin) in kJ/mol: 384.0
Total charge: 0
Orbital gap in eV: 9.92



3.
Below is a molecular structure, C6H10, with properties calculated with ωB97M-V/def2-TZVPD.

```
16
Properties=species:S:1:pos:R:3:forces:R:3:lowdin_charge:R:1
C 0.4081 1.0937 1.4700 0.16 0.08 0.07 -0.09
C 0.0068 0.0776 -1.2624 -0.11 -0.03 -0.07 -0.15
C -0.8918 -1.4167 0.6151 0.03 -0.05 0.04 -0.09
C -0.8067 -0.0519 -0.0530 -0.09 -0.07 -0.09 -0.31
C 1.9062 0.7870 -0.5389 0.07 0.16 0.41 0.02
C 1.4530 1.0534 0.5954 -0.05 -0.10 -0.31 -0.24
H -1.2304 -0.3710 -1.3123 -0.01 0.00 -0.01 0.17
H -0.0932 2.0504 1.6251 0.07 -0.15 -0.04 0.07
H -0.1176 0.9429 -1.9044 0.02 -0.14 0.10 0.10
H -0.5808 -1.3749 1.6599 -0.07 0.00 -0.14 0.06
H -1.5923 0.6743 0.1263 0.14 -0.09 -0.04 0.12
H 0.4873 -0.8010 -1.6795 -0.06 0.11 0.11 0.09
H -1.9033 -1.8359 0.5842 0.13 0.09 0.00 0.08
H -0.2194 -2.1173 0.1075 -0.11 0.11 0.07 0.08
H 0.3974 0.4382 2.3392 0.03 0.05 -0.17 0.06
H 2.7748 0.8176 -1.1720 -0.15 0.03 0.07 0.04
```
Forces are in eV/Å.

Properties
Relative energy (zero: lowest compared OMol25 entry of this formula, charge and spin) in kJ/mol: 558.0
Total charge: 0
Orbital gap in eV: 8.88



4.
Below is a molecular structure, C3H6OS, with properties calculated with ωB97M-V/def2-TZVPD.

```
11
Properties=species:S:1:pos:R:3:forces:R:3:lowdin_charge:R:1
S -2.8619 0.1706 -0.2778 3.05 -2.69 2.34 0.53
O -0.5284 -0.9926 -0.5372 -0.13 -0.35 -0.96 -0.27
C 0.7267 1.0484 0.0466 -0.96 -1.21 -3.14 -0.12
C -1.4705 -0.7585 0.3800 -2.54 3.31 -4.81 -0.59
C 0.8441 -0.5678 -0.2801 -0.32 0.21 2.59 -0.24
H 1.9179 1.1728 -0.2939 -3.11 1.43 2.25 0.11
H -0.0712 1.2375 0.9264 3.15 -0.05 -1.11 0.08
H -0.0505 1.6542 -0.8604 2.76 -2.29 2.20 0.15
H 1.0693 -1.3882 0.6364 0.52 2.84 -2.04 0.17
H -1.2455 -0.9674 1.3846 0.12 -0.37 1.46 0.05
H 1.6702 -0.6090 -1.1248 -2.52 -0.84 1.22 0.13
```
Forces are in eV/Å.

Properties
Relative energy (zero: lowest compared OMol25 entry of this formula, charge and spin) in kJ/mol: 483.7
Total charge: 0
Orbital gap in eV: 8.23



5.
Below is a molecular structure, C2H3F2NV2, with properties calculated with ωB97M-V/def2-TZVPD.

```
10
Properties=species:S:1:pos:R:3:forces:R:3:lowdin_charge:R:1
V -0.9147 -2.5475 -0.4522 -4.01 -16.97 7.69 1.94
V -0.2839 -0.4553 -1.7806 -1.40 7.28 -16.09 1.53
F -1.2017 -1.7027 -1.7823 -12.72 -9.43 -10.13 -0.19
F -0.2139 -1.1496 -0.2683 5.96 4.37 11.63 -0.29
N 0.7107 0.6049 -1.3353 10.75 9.79 0.33 0.16
C 0.5524 0.8831 -0.2308 1.64 4.87 8.28 0.15
C 0.3818 1.1295 1.2305 -0.06 -1.06 -3.06 0.20
H -0.3743 1.9082 1.3308 -0.35 0.57 0.49 0.19
H 0.0314 0.1316 1.4938 -0.70 -0.17 0.90 0.13
H 1.3121 1.1978 1.7944 0.90 0.75 -0.04 0.19
```
Forces are in eV/Å.

Properties
Total charge: +4
Orbital gap (alpha / beta) in eV: 6.78 / 9.32
Spin multiplicity: 5



6.
Below is 2 unconnected molecules or ions with the total composition BrHOS, with properties calculated with ωB97M-V/def2-TZVPD.

```
4
Properties=species:S:1:pos:R:3:forces:R:3:lowdin_charge:R:1
Br -0.7036 -1.9116 -1.4161 -0.01 0.95 0.33 -0.06
S -0.7543 0.9570 -0.3052 2.10 -1.39 1.20 0.59
O 0.6886 0.8652 0.5844 -1.55 1.08 -1.81 -0.54
H 0.7694 0.0894 1.1368 -0.55 -0.64 0.29 0.02
```
Forces are in eV/Å.

Properties
Relative energy (zero: lowest compared OMol25 entry of this formula, charge and spin) in kJ/mol: 155.5
Total charge: 0
Orbital gap (alpha / beta) in eV: 7.01 / 7.35



7.
Below is a molecular structure, C22H52N7O12SY, with properties calculated with ωB97M-V/def2-TZVPD.

```
95
Properties=species:S:1:pos:R:3:forces:R:3:lowdin_charge:R:1
Y -1.2959 -0.0231 0.0675 -0.11 1.82 2.07 1.54
S -1.4261 -2.7777 -0.9971 0.66 -3.13 1.16 0.24
O -1.0523 2.1673 0.8416 0.05 0.54 0.22 -0.46
O 3.7068 3.3283 4.2644 -0.59 -0.51 -0.93 0.01
O -2.5555 -3.2917 -1.7393 0.08 -0.11 -0.72 -0.32
O -1.7473 1.0462 -1.9853 -0.04 -1.55 0.40 -0.04
O -1.8463 -2.2448 0.2888 -2.04 -0.02 4.20 -0.44
O 2.8654 -1.9087 -5.7742 1.22 -0.25 2.64 -0.02
O 0.2734 -0.8790 1.7654 -1.01 2.14 0.27 -0.06
O -3.5839 0.1253 -0.2691 -0.14 0.94 1.14 -0.07
O -0.3316 -3.7556 -0.7140 -0.94 0.71 -1.13 -0.36
O -0.9176 -1.5108 -1.4929 2.10 1.88 -4.27 -0.45
O 0.8515 0.5001 -0.6094 2.63 1.41 -0.62 -0.11
O -2.4745 -0.2311 2.2189 -0.11 0.04 0.05 -0.03
N -1.1090 1.8415 -3.9797 -0.24 -2.31 -0.17 0.04
N 2.8994 -2.2816 -3.5047 -0.02 0.17 -0.86 0.02
N -3.4403 -1.4228 3.8034 -1.48 -1.15 1.57 0.01
N 5.2753 3.3884 2.7359 0.75 -0.13 -1.95 0.00
N 0.8089 -2.9596 1.7471 1.53 -0.38 3.07 0.04
N 3.0689 0.4873 -0.8115 -0.19 1.20 0.60 0.05
N -4.8427 -0.8747 -1.6791 -1.77 -0.93 -2.04 0.06
C -1.1598 3.2436 1.7577 -0.37 -1.75 -0.31 -0.29
C -3.0457 0.8859 4.2644 -0.58 1.04 0.22 0.02
C 4.9794 -2.5565 -4.8021 -1.29 -0.15 1.13 0.00
C -6.1282 -1.4660 -2.0796 1.16 -0.69 -0.39 -0.04
C 1.5042 -1.9794 -3.3743 -1.67 -0.05 1.84 -0.08
C -0.7672 0.4710 -4.5341 0.17 0.55 -0.44 -0.03
C 3.0666 -0.8403 -0.2849 1.80 -2.02 -0.14 -0.04
C 1.7625 -4.0142 2.0807 -0.69 -0.47 -0.62 -0.06
C -2.9902 -0.3027 3.3302 1.50 2.29 -0.48 -0.52
C 6.4231 3.5034 3.6622 -0.03 -1.04 -0.63 -0.06
C 1.7754 2.6051 -1.4839 0.60 -2.39 0.61 0.05
C 0.7533 -1.7954 2.4105 0.48 0.32 -0.06 -0.48
C 2.9279 3.1208 2.0352 -0.31 0.60 -1.29 0.00
C 3.4906 -2.1585 -4.7042 -0.19 -0.01 -3.18 -0.52
C -2.6084 3.2368 -2.4058 1.95 -1.39 -1.35 0.04
C -5.9379 0.8153 -0.2091 0.81 -0.07 0.14 0.02
C 3.9775 3.2413 3.0562 0.41 0.72 4.54 -0.56
C -3.3670 -2.6716 3.1323 0.29 -0.99 0.13 -0.05
C -4.7243 -0.0412 -0.6970 -0.15 1.92 0.77 -0.49
C 1.3563 -1.5569 3.8451 0.00 -1.73 -0.92 0.03
C -1.8388 1.8994 -2.8212 -0.13 3.34 0.10 -0.48
C 1.9206 1.1321 -0.8813 -4.78 0.47 -0.81 -0.42
H 6.5974 4.4917 4.0875 -0.58 -0.18 0.24 0.08
H -1.1194 2.4889 -4.7549 -0.64 0.44 0.67 0.13
H 3.9150 1.0143 -0.9739 0.01 -0.40 0.09 0.15
H 3.3428 3.1243 1.0273 0.02 -0.50 -0.14 0.06
H 1.8116 3.3119 -0.6550 0.22 0.13 -0.32 0.07
H 1.3318 -0.9882 -2.9549 0.04 0.33 -0.41 0.07
H 7.3688 3.2148 3.2032 -0.18 0.37 -1.00 0.07
H 0.2943 0.4313 -4.7784 -0.08 0.07 -0.10 0.08
H 0.8886 -0.8311 4.5103 -0.23 0.22 -0.78 0.08
H -6.9347 -0.7434 -2.2037 0.07 -0.05 0.83 0.08
H 2.5514 2.6636 -2.2471 0.24 0.70 0.22 0.07
H -2.9814 1.8325 3.7278 0.16 -0.28 -0.34 0.07
H -1.3615 0.3430 -5.4387 0.19 0.13 -0.24 0.08
H 3.9417 -0.9967 0.3459 0.19 0.20 0.03 0.10
H 2.2181 -4.0172 3.0709 -0.45 0.60 0.14 0.07
H 0.8159 2.6805 -1.9956 0.01 -0.23 0.32 0.06
H 3.4808 -2.3068 -2.6791 -0.23 -0.26 -0.34 0.10
H -2.0586 3.8482 1.6365 -0.29 0.31 -0.50 0.05
H -6.2171 -2.2960 -1.3786 -1.22 0.11 -0.01 0.10
H -3.9742 -1.3486 -1.8821 0.09 -0.63 -0.24 0.13
H -3.6514 -3.3588 3.9291 0.13 -0.60 -0.45 0.09
H -3.9842 0.9563 4.8143 -0.22 -0.35 0.00 0.08
H -0.9827 -0.4331 -3.9647 -0.17 0.73 0.92 0.07
H 1.3228 -2.5186 4.3572 -0.12 -0.04 0.19 0.06
H -2.5362 3.8890 -3.2762 -0.85 0.25 0.10 0.06
H -5.5290 1.6089 0.4162 0.08 -0.27 0.21 0.08
H 2.3608 4.0515 2.0519 -0.18 0.02 0.29 0.10
H -6.0747 -1.9261 -3.0663 0.51 0.05 -0.02 0.08
H 5.2744 -2.9769 -3.8407 0.28 0.03 0.09 0.06
H -6.5004 1.3459 -0.9773 0.27 -0.36 -0.50 0.07
H 1.0198 -2.5949 -2.6163 0.51 -0.33 0.34 0.07
H -3.5872 2.9829 -1.9990 0.09 0.20 -0.33 0.08
H 2.2109 2.3157 2.1961 0.27 -0.09 0.05 0.10
H 2.5944 -3.9526 1.3791 0.00 -0.41 -0.17 0.08
H 5.3618 3.3700 1.7298 1.09 0.10 0.17 0.12
H -1.2664 2.8875 2.7824 0.06 -0.36 0.48 0.04
H -6.6868 0.2569 0.3525 0.25 -0.24 0.09 0.08
H 0.1722 -3.0587 0.9694 0.02 -0.32 -0.86 0.07
H 4.9420 -3.3965 -5.4957 0.58 0.40 -0.34 0.08
H -3.8495 -1.4852 4.7246 0.15 0.61 -0.20 0.15
H -2.2788 0.9430 5.0369 0.31 -0.51 -0.23 0.09
H -2.3374 -2.8406 2.8167 -0.18 -0.25 -0.29 0.09
H -4.0499 -2.7827 2.2900 0.16 0.17 -0.07 0.10
H 5.6364 -1.7177 -5.0323 -0.16 -0.26 -0.47 0.08
H 2.2426 -1.2725 0.2828 -0.50 1.16 -0.29 0.08
H 6.3998 2.6728 4.3676 -0.73 0.58 0.68 0.08
H 1.2150 -4.9529 1.9957 0.44 -0.21 -0.25 0.09
H -0.3170 3.9300 1.8388 0.48 0.16 -0.56 0.04
H 0.8142 -2.1703 -4.1963 1.02 0.22 -0.64 0.10
H 3.2104 -1.5052 -1.1366 -0.12 -0.22 0.24 0.06
H -1.9800 3.6857 -1.6365 -0.14 -0.19 0.29 0.07
H 2.4263 -1.3646 3.7656 -0.01 0.37 -0.17 0.08
```
Forces are in eV/Å.

Properties
Total charge: 0
Orbital gap in eV: 7.45



| no. | E (eV) |
| --- | --- |
| 1 | -40317.151 |
| 2 | -18930.571 |
| 3 | -6378.076 |
| 4 | -16085.977 |
| 5 | -60351.521 |
| 6 | -82938.826 |
| 7 | -70542.585 |